# 1
{
  "formula": "C20H22N2O5",
  "method": "ωB97M-V/def2-TZVPD",
  "elements": ["O", "H", "H", "C", "C", "O", "C", "H", "H", "C", "H", "C", "C", "C", "O", "H", "C", "C", "H", "C", "H", "H", "H", "H", "H", "H", "H", "H", "O", "H", "C", "H", "C", "H", "H", "C", "N", "C", "N", "H", "C", "O", "C", "H", "H", "C", "C", "C", "C"],
  "xyz": [[1.90365, 4.49943, 0.74831], [-2.22584, -1.47768, -2.94070], [2.94656, 6.56915, -0.65300], [-0.21989, -2.71774, 0.26536], [-2.27139, -3.15826, 1.28368], [-1.83467, 0.19411, -0.68569], [-3.60700, -3.13677, 1.64004], [3.96516, 2.57910, -2.68434], [4.57313, 7.21813, -0.40714], [0.04805, -3.58825, 1.50255], [1.68488, -0.07436, -2.39769], [-1.30331, -3.66607, 2.15029], [2.45801, 3.76214, -0.03122], [3.80734, 1.66356, -2.11780], [3.72241, 3.96148, -0.46029], [4.57215, 1.62966, -1.34435], [-0.44703, 2.73644, 0.54707], [-2.99675, -4.14267, 3.75183], [-4.34946, -2.74438, 0.96705], [0.54800, 2.10103, -0.34657], [0.13270, -1.69492, 0.44377], [4.22604, 6.21373, -1.82403], [0.27076, -3.10333, -0.63026], [-0.90660, -4.55851, 4.05306], [-0.63983, 3.75661, 0.22015], [-3.29143, -4.52431, 4.71778], [0.79865, -3.14416, 2.15565], [4.12180, 5.26530, 1.08475], [-3.55005, -2.46756, -1.13893], [-1.37140, 2.16721, 0.54568], [0.38297, 0.94160, -1.08868], [-0.05082, 2.80133, 1.55902], [-3.95265, -3.63595, 2.88817], [3.92580, 0.80746, -2.77858], [-1.05344, -2.80131, -2.69623], [-1.65708, -4.16317, 3.38455], [1.55668, 0.70651, -1.77379], [-0.75523, 0.05664, -1.20678], [-1.66955, -2.71251, 0.09675], [0.39182, -4.58755, 1.22282], [2.45688, 1.66556, -1.50621], [-0.45097, -1.01761, -1.99206], [1.86667, 2.55873, -0.61095], [5.45034, 4.90534, -0.06158], [-4.98972, -3.62490, 3.18799], [-1.51596, -1.92343, -2.23543], [4.38415, 5.12475, 0.03078], [4.00781, 6.36420, -0.76921], [-2.34842, -2.36115, -1.02137]],
  "forces_ev_per_angstrom": [[0.02, 0.00, -0.04], [0.09, -0.14, 0.18], [-0.05, 0.06, 0.00], [0.53, 0.22, -0.13], [-0.08, -0.21, 0.45], [0.16, -0.01, -0.18], [-0.16, 0.08, -0.11], [0.05, -0.01, -0.04], [0.06, 0.12, 0.02], [-0.02, -0.11, -0.06], [0.05, 0.09, 0.05], [-0.10, 0.13, -0.11], [0.00, 0.02, 0.07], [0.10, -0.02, -0.06], [-0.05, -0.24, -0.19], [0.06, -0.02, -0.03], [-0.20, 0.01, 0.09], [-0.03, -0.07, 0.14], [-0.03, 0.00, -0.02], [0.02, -0.41, -0.29], [0.03, -0.13, -0.03], [0.04, 0.04, -0.09], [0.00, 0.09, 0.09], [0.07, -0.04, 0.08], [-0.04, 0.06, 0.04], [-0.04, -0.03, 0.08], [0.02, -0.01, -0.06], [0.13, -0.06, -0.16], [-0.13, -0.01, -0.10], [-0.04, 0.04, 0.05], [-0.01, 0.49, 0.36], [-0.03, 0.04, 0.06], [0.04, -0.02, 0.06], [0.05, -0.05, -0.05], [-0.06, 0.10, 0.06], [-0.06, 0.07, -0.08], [0.11, -0.08, -0.12], [-0.23, -0.01, 0.05], [-0.02, -0.16, 0.08], [0.04, 0.03, -0.01], [0.03, 0.20, 0.15], [0.25, 0.18, 0.08], [-0.10, -0.29, -0.18], [-0.13, 0.00, 0.05], [-0.09, 0.00, 0.02], [-0.50, -0.06, -0.16], [0.11, 0.53, 0.25], [-0.04, -0.40, 0.12], [0.18, -0.01, -0.38]],
  "nbo_charge": [-0.607, 0.222, 0.225, -0.195, 0.225, -0.580, -0.249, 0.242, 0.216, -0.431, 0.429, -0.060, 0.787, -0.647, -0.522, 0.242, -0.652, -0.226, 0.255, 0.086, 0.196, 0.207, 0.205, 0.210, 0.236, 0.211, 0.225, 0.201, -0.601, 0.244, -0.072, 0.235, -0.199, 0.211, 0.210, -0.194, -0.470, 0.766, -0.452, 0.216, 0.264, -0.533, -0.279, 0.186, 0.214, -0.167, -0.074, -0.634, 0.680],
  "smiles": "CCOC(=O)c1c(C)[nH]c(C(=O)OCC(=O)N2CCc3ccccc32)c1C",
  "multiplicity": 1,
  "gap_ev": 8.48,
  "e_homo_ha": -0.2986,
  "relative_energy_kcal_mol": 20.48
}


# 2
{
  "formula": "C20H22N2O5",
  "method": "ωB97M-V/def2-TZVPD",
  "elements": ["H", "O", "H", "H", "C", "C", "C", "N", "H", "C", "C", "C", "C", "C", "C", "H", "H", "C", "C", "C", "H", "O", "H", "H", "H", "C", "H", "C", "O", "C", "O", "H", "H", "N", "H", "H", "C", "H", "O", "H", "H", "H", "C", "H", "C", "C", "H", "H", "C"],
  "xyz": [[-2.37897, -2.17961, -5.45716], [-3.14679, -4.13359, -2.96679], [-3.78094, -0.89882, -3.40412], [4.13917, 4.99618, 4.29012], [3.67778, 4.25598, 6.26333], [-1.45619, -0.56582, -2.23116], [-2.22656, -4.35251, -4.97820], [0.38166, 0.22684, -0.98188], [-1.77410, -4.78547, -5.84587], [3.06790, 2.22222, 0.58184], [4.03423, 4.03712, 4.79940], [-0.97961, 0.40439, -1.13488], [1.13605, 0.94776, -0.01802], [2.34791, 1.53047, -0.36723], [2.58858, 2.35104, 1.88774], [3.58200, 3.30394, 6.78072], [-3.42619, -2.90893, 1.05971], [-0.22139, -1.40476, -2.55515], [-2.61615, -4.99801, -3.84772], [0.65476, 1.05937, 1.27574], [1.99986, 3.74229, 4.12350], [-1.64544, 1.26445, -0.62722], [2.85523, 2.23856, 4.56381], [-3.75098, -3.51915, -0.57400], [4.01292, 2.67980, 0.33642], [-2.54072, -2.98653, -4.77224], [2.72649, 1.43156, -1.37196], [1.37357, 1.76215, 2.22600], [3.37637, 3.05936, 2.73773], [-3.10448, -2.90588, -3.53297], [2.07307, -1.08451, -1.81411], [-4.51264, -1.99481, -2.21840], [4.98652, 3.51099, 4.71863], [-2.59694, -1.32362, -1.75346], [-1.78384, 0.03114, -3.08725], [-4.59178, -2.07370, 0.02508], [2.96579, 3.21960, 4.08074], [2.73475, 4.79078, 6.35236], [-1.58941, -1.42942, 0.23385], [0.02494, -1.43039, -3.61609], [4.45114, 4.83869, 6.75661], [-2.57355, -6.02877, -3.55772], [-3.58546, -1.73779, -2.73115], [-0.28047, 0.58938, 1.53400], [-3.65329, -2.62428, 0.03594], [0.91381, -0.77459, -1.76532], [-0.33639, -2.43432, -2.21173], [0.97795, 1.83750, 3.22617], [-2.53017, -1.75628, -0.46764]],
  "forces_ev_per_angstrom": [[0.00, 0.25, -0.11], [-0.23, 0.18, 0.48], [-0.04, -0.12, 0.07], [0.05, -0.01, -0.05], [0.06, -0.03, -0.24], [0.03, -0.14, 0.22], [-0.07, -0.42, 0.40], [0.28, 0.34, 0.24], [0.09, -0.17, -0.15], [0.00, 0.07, 0.21], [-0.26, -0.19, -0.12], [-0.30, 0.33, -0.60], [0.09, 0.12, 0.23], [-0.11, 0.00, 0.09], [-0.08, -0.13, -0.25], [-0.02, -0.07, 0.12], [0.02, 0.03, -0.03], [0.10, 0.00, -0.01], [0.42, -0.21, -0.80], [0.08, -0.11, -0.30], [0.05, -0.09, -0.01], [-0.02, -0.02, 0.02], [-0.04, 0.07, -0.06], [-0.09, -0.04, -0.03], [0.11, 0.05, -0.04], [-0.38, 0.17, 0.58], [0.03, -0.01, -0.08], [0.19, 0.18, 0.25], [0.08, 0.00, -0.14], [0.06, 0.58, -0.79], [0.19, -0.07, 0.02], [0.02, 0.10, -0.09], [0.03, 0.02, -0.06], [0.07, 0.45, -0.09], [0.06, -0.01, 0.13], [-0.11, -0.01, -0.03], [0.11, 0.15, 0.30], [-0.10, 0.06, 0.09], [0.19, -0.29, 0.28], [0.05, -0.01, 0.06], [0.02, 0.04, 0.11], [-0.04, -0.12, 0.13], [0.06, -0.45, 0.05], [-0.10, -0.03, 0.04], [0.12, 0.00, 0.18], [-0.24, -0.31, -0.36], [0.01, 0.03, -0.02], [-0.01, 0.03, 0.09], [-0.41, -0.21, 0.04]],
  "nbo_charge": [0.229, -0.409, 0.226, 0.205, -0.606, -0.140, -0.312, -0.490, 0.233, -0.256, -0.407, 0.750, 0.092, -0.168, 0.301, 0.203, 0.248, -0.512, 0.095, -0.178, 0.170, -0.572, 0.170, 0.240, 0.224, -0.298, 0.228, -0.265, -0.494, 0.250, -0.566, 0.233, 0.206, -0.424, 0.229, 0.231, -0.059, 0.203, -0.625, 0.243, 0.215, 0.208, -0.252, 0.239, -0.718, 0.715, 0.251, 0.214, 0.702],
  "smiles": "CCCOc1ccc(N2C(=O)C[C@@H](N(Cc3ccco3)C(C)=O)C2=O)cc1",
  "multiplicity": 1,
  "gap_ev": 8.76,
  "e_homo_ha": -0.2986,
  "relative_energy_kcal_mol": 44.64
}


multiplicity of number 1 (C20H22N2O5)? 1